No. 1
This record from the OMol25 dataset describes a molecular structure, C4H10O2S2 in a non-equilibrium geometry. The level of theory is ωB97M-V/def2-TZVPD.

For the gap between HOMO and LUMO, the calculation gives 3.82 eV. The spin multiplicity is 1. The LUMO energy comes out at -4.6259 eV. The HOMO energy is -8.45 eV.

```
18
Properties=species:S:1:pos:R:3:nbo_charge:R:1
C 0.0130 -2.6129 1.1277 -0.418
C 0.0175 -1.4510 2.0352 0.272
O 0.8960 -1.3342 2.8856 -0.575
C -1.0522 -2.8905 0.0598 -0.579
S -1.4044 -1.3215 -0.7695 0.059
S 1.6112 2.2351 -0.6057 0.093
C 0.2204 1.1143 -0.6701 -0.812
H 0.9945 -3.0455 0.9913 0.264
H -0.5404 -2.6709 2.1943 0.298
H -0.7133 -0.6425 1.9174 0.165
H -1.9821 -3.2472 0.5050 0.240
H -0.6775 -3.6210 -0.6441 0.233
H -0.6590 1.6854 -0.3462 0.267
H 0.3695 0.2408 -0.0084 0.267
H 0.0001 0.8465 -1.7006 0.246
H -0.7919 4.3213 -1.2366 0.464
H 0.4163 3.4568 -1.6886 0.442
O -0.2600 4.0859 -1.9965 -0.928
```

---

No. 2
This record from the OMol25 dataset describes 16 unconnected molecules or ions with the total composition C38H113N5O16 in a non-equilibrium geometry. The level of theory is ωB97M-V/def2-TZVPD.

For the gap between HOMO and LUMO (alpha / beta), the calculation gives 1.59 / 8.27 eV. The spin multiplicity is 2. The LUMO energy (alpha / beta) comes out at 1.9382 / 1.8709 eV. As for the charge: -1. As for the expectation value of S²: 0.751. The HOMO energy (alpha / beta) is 0.35 / -6.40 eV.

```
172
Properties=species:S:1:pos:R:3:mulliken_charge:R:1
C -1.8414 -3.0937 -4.8852 -1.614
C -1.0428 -2.1207 -4.0861 1.094
O -0.8315 -2.7793 -2.9048 -0.504
H -2.0170 -2.6178 -5.8500 0.447
H -2.8306 -3.2850 -4.4694 0.158
H -1.4163 -4.0925 -4.9840 0.356
H -1.6442 -1.2421 -3.8527 -0.460
H -0.2007 -1.8877 -4.7378 0.111
H -0.5641 -2.1968 -2.1901 0.403
C -6.1161 -2.7344 -4.3644 -1.394
C -5.1529 -1.4899 -4.2489 -0.295
O -4.5336 -1.5248 -2.9817 -0.143
H -6.6471 -2.6273 -5.3102 0.421
H -6.8073 -2.7741 -3.5225 0.309
H -5.6232 -3.7030 -4.4478 0.299
H -5.7624 -0.5954 -4.3774 0.285
H -4.3881 -1.6234 -5.0139 0.216
H -4.5498 -0.5941 -2.7466 -0.289
C 3.0285 -1.2426 -3.2930 -0.243
C 2.4942 -0.0279 -4.0959 0.462
O 2.6773 -0.2487 -5.4362 -0.614
H 2.8605 -2.2016 -3.7831 0.456
H 2.4446 -1.2559 -2.3727 -0.422
H 4.0673 -1.1116 -2.9901 0.082
H 2.9285 0.9341 -3.8238 0.273
H 1.4150 0.0557 -3.9678 -0.314
H 2.2724 0.4732 -5.9226 0.338
C 0.5949 6.0235 -1.1580 -1.474
C -0.2139 4.8327 -1.6839 -0.132
O 0.4409 3.5947 -1.3275 0.387
H 1.5688 6.0525 -1.6467 0.245
H 0.6932 5.9229 -0.0771 0.071
H 0.1193 7.0025 -1.2158 0.625
H -0.1561 4.8453 -2.7723 0.145
H -1.2497 4.8354 -1.3444 0.326
H 0.3978 3.6509 -0.3701 -0.488
C -1.4378 -2.3884 2.8521 -0.408
C -1.6936 -3.6695 3.6389 -0.707
O -1.2460 -4.7357 2.8469 -0.462
H -2.0862 -2.3320 1.9778 0.147
H -0.4240 -2.2667 2.4704 -0.014
H -1.6154 -1.4769 3.4229 0.447
H -2.7326 -3.8078 3.9382 0.374
H -1.1333 -3.6150 4.5723 0.331
H -1.7885 -4.8260 2.0600 0.295
C 6.0592 0.8670 -2.4760 -1.226
C 5.4122 1.1439 -1.1031 0.614
O 6.3997 1.3591 -0.1915 -0.465
H 5.4296 1.1069 -3.3329 0.312
H 6.3356 -0.1842 -2.5573 0.240
H 6.9964 1.3921 -2.6608 0.413
H 4.8581 0.2921 -0.7088 -0.298
H 4.7356 1.9973 -1.1489 0.145
H 6.5762 2.3019 -0.1515 0.302
C -5.7310 -1.2743 2.0035 -1.182
C -5.6800 -0.8451 0.4723 -0.089
O -4.7750 0.2649 0.2978 0.521
H -6.2324 -0.4519 2.5138 0.353
H -4.7248 -1.4926 2.3612 0.067
H -6.2998 -2.1926 2.1493 0.437
H -6.6560 -0.6430 0.0309 0.385
H -5.2693 -1.6742 -0.1039 0.081
H -4.6801 0.4400 -0.6413 -0.185
C 5.7699 -2.2764 1.2504 0.288
C 7.0702 -2.0604 0.5175 -0.457
O 8.0236 -2.8417 1.1260 -0.579
H 5.5236 -3.3345 1.3386 0.120
H 4.8683 -1.8731 0.7895 -0.293
H 5.7589 -1.8429 2.2505 0.124
H 7.2675 -0.9936 0.6223 0.147
H 7.0157 -2.2335 -0.5573 0.296
H 7.9431 -3.7631 0.8691 0.345
C 2.8142 3.6044 0.9842 -0.727
C 1.7317 4.1667 1.9622 -0.968
O 0.4188 3.8190 1.5613 0.133
H 2.8863 4.1727 0.0569 0.379
H 2.8904 2.5798 0.6200 -0.123
H 3.7725 3.7714 1.4760 0.502
H 1.8324 5.2460 1.8480 0.420
H 1.8821 3.7396 2.9537 0.366
H -0.2032 4.1036 2.2348 -0.005
O -3.0574 -3.2724 -1.3053 -0.662
H -3.5549 -2.6601 -1.8474 0.372
H -2.3356 -3.5572 -1.8658 0.329
O -4.9527 1.2898 -2.3395 0.235
H -4.2056 1.8570 -2.5301 0.084
H -5.6287 1.8845 -2.0144 -0.392
C 2.3160 -4.0803 2.6150 -0.810
C 1.9809 -5.3399 1.7637 0.692
C 3.0137 -5.5827 0.5693 -1.038
O 3.1904 -4.5314 -0.2742 -0.215
C 1.9728 -4.1412 -0.9461 0.311
N 1.8567 -6.4615 2.6791 -0.882
H 1.5167 -3.7695 3.2878 0.164
H 2.5864 -3.2433 1.9711 -0.141
H 3.1590 -4.2444 3.2862 0.543
H 0.9498 -5.1918 1.4424 0.210
H 2.8080 -6.4945 0.0086 0.409
H 4.0126 -5.7148 0.9851 0.266
H 1.2374 -3.7817 -0.2263 -0.219
H 1.5754 -4.9708 -1.5309 0.448
H 2.1431 -3.3746 -1.7021 -0.389
H 1.5339 -7.2380 2.1197 0.308
H 1.0151 -6.1468 3.1404 0.370
C -1.4755 0.5213 -0.7036 -1.681
C -0.0901 -0.1287 -0.7424 2.168
C 0.6947 0.3491 0.5842 -0.872
O 1.9751 -0.2077 0.7287 0.594
C 2.5375 -0.0916 2.0114 -0.517
N -0.2802 -1.5837 -0.6681 0.461
H -1.4639 1.6031 -0.5706 -0.009
H -2.0867 0.1639 0.1251 0.616
H -2.0288 0.1346 -1.5594 0.086
H 0.4320 0.1494 -1.6579 -0.772
H 0.0499 0.0874 1.4231 0.245
H 0.8643 1.4239 0.5189 -0.005
H 3.5796 -0.3930 1.9061 -0.110
H 2.0022 -0.6996 2.7407 -0.064
H 2.4094 0.9260 2.3805 0.380
H -1.1417 -1.7874 -0.1819 0.011
H 0.4879 -1.7716 -0.0397 -0.595
C 6.0173 -1.1784 6.5946 -1.129
C 4.9038 -2.2486 6.7409 0.066
C 3.7000 -1.8998 5.8528 0.130
O 3.0187 -0.7541 6.4140 -0.412
C 2.1775 -0.0275 5.4946 -0.572
N 5.3926 -3.5105 6.1930 -0.677
H 6.8643 -1.6392 7.1029 0.388
H 5.7178 -0.2312 7.0432 0.304
H 6.2146 -1.0398 5.5316 0.214
H 4.5346 -2.4174 7.7525 0.410
H 3.0063 -2.7324 5.7366 0.340
H 4.0930 -1.6346 4.8713 -0.262
H 2.6869 0.6359 4.7957 0.247
H 1.5587 0.6238 6.1119 0.403
H 1.4648 -0.6090 4.9097 0.131
H 6.1448 -3.8393 6.7813 0.267
H 5.8494 -3.4343 5.2955 0.214
C -3.0266 2.9098 1.4549 0.393
C -4.1489 3.2559 2.3977 0.245
C -4.6485 4.7294 2.3403 -1.416
O -3.6452 5.5018 2.9297 -0.015
C -3.6287 6.8539 2.4979 -1.131
N -5.2852 2.3902 2.0170 -0.634
H -2.0636 3.3428 1.7254 -1.003
H -3.3270 3.1106 0.4265 0.584
H -2.9349 1.8274 1.5449 0.071
H -3.8415 2.9417 3.3951 0.401
H -5.5776 4.8597 2.8952 0.332
H -4.8627 5.0994 1.3376 0.540
H -3.2261 6.8572 1.4850 0.378
H -2.9826 7.4444 3.1476 0.302
H -4.6338 7.2710 2.4352 0.311
H -4.9554 1.4737 1.7501 0.128
H -5.7132 2.7898 1.1940 0.332
C -1.2873 2.0114 -4.4874 -1.237
C -2.2836 3.1368 -4.0458 0.855
C -3.5564 3.3013 -4.8922 -1.282
O -4.3463 4.3773 -4.3672 0.489
C -5.5928 4.4867 -4.9707 -1.439
N -2.6498 2.7996 -2.6920 0.758
H -0.8390 2.2552 -5.4506 0.625
H -1.8490 1.0873 -4.6240 0.089
H -0.4951 1.7716 -3.7782 0.079
H -1.7111 4.0582 -4.1528 0.104
H -4.1559 2.3963 -4.7944 0.158
H -3.3214 3.4425 -5.9472 0.460
H -6.2614 3.6464 -4.7836 0.255
H -5.5228 4.6206 -6.0502 0.291
H -5.9900 5.3423 -4.4246 0.357
H -3.0573 3.6340 -2.2948 0.257
H -1.8002 2.5538 -2.2043 -1.151
```